Molecular formula: C37H35F2N5
Method: DFT, ωB97M-V/def2-TZVPD

```
79
Properties=species:S:1:pos:R:3:lowdin_charge:R:1
F -1.117 2.681 -0.906 0.053
C 0.046 2.077 -0.596 -0.288
C 0.766 1.419 -1.545 -0.014
C 1.993 0.872 -1.132 -0.077
C 2.420 0.972 0.219 -0.087
C 1.574 1.535 1.150 -0.112
C 0.386 2.091 0.762 -0.028
H 0.496 1.232 -2.584 0.112
H 2.714 0.445 -1.827 0.084
H 3.408 0.599 0.554 0.115
H 1.888 1.784 2.153 0.107
H -0.231 2.697 1.469 0.127
F -1.723 -0.808 1.069 0.036
C -0.717 -1.130 1.929 -0.313
C -0.628 -0.370 3.029 -0.008
C 0.356 -0.746 3.997 -0.084
C 1.169 -1.791 3.774 -0.095
C 1.001 -2.607 2.602 -0.042
C -0.060 -2.309 1.764 -0.027
H -1.234 0.482 3.254 0.101
H 0.368 -0.301 4.980 0.105
H 2.006 -2.008 4.414 0.098
H 1.538 -3.514 2.370 0.101
H -0.259 -2.843 0.806 0.124
C -1.530 -3.965 -2.872 -0.053
C -1.046 -3.595 -4.087 -0.112
C -0.740 -2.330 -4.353 -0.194
N -0.749 -1.368 -3.457 0.081
C -1.221 -1.722 -2.228 -0.134
C -1.683 -2.965 -1.910 -0.061
H -1.892 -4.971 -2.787 0.107
H -0.983 -4.262 -4.903 0.101
H -0.387 -2.005 -5.343 0.111
H -1.385 -0.932 -1.537 0.084
H -2.192 -3.219 -1.025 0.091
C 2.109 0.651 -5.932 -0.075
C 1.636 -0.139 -6.999 -0.083
C 2.077 -1.437 -7.060 -0.187
N 2.872 -2.026 -6.151 0.064
C 3.250 -1.234 -5.088 -0.138
C 2.929 0.111 -4.958 -0.080
H 1.899 1.769 -6.062 0.132
H 1.074 0.257 -7.820 0.095
H 1.825 -2.134 -7.863 0.105
H 3.904 -1.726 -4.419 0.085
H 3.329 0.677 -4.134 0.090
C -0.984 4.793 5.514 -0.085
C -2.114 5.496 5.807 -0.106
C -2.606 6.442 4.924 -0.143
N -2.039 6.668 3.746 0.067
C -0.970 5.934 3.425 -0.161
C -0.427 5.004 4.259 -0.086
H -0.551 4.095 6.234 0.116
H -2.492 5.462 6.822 0.107
H -3.508 6.958 5.123 0.095
H -0.596 6.142 2.461 0.093
H 0.527 4.528 4.105 0.099
C 2.373 -4.327 -2.888 -0.091
C 3.172 -5.232 -2.228 -0.064
C 3.850 -4.781 -1.054 -0.126
N 3.765 -3.529 -0.520 0.051
C 2.929 -2.700 -1.151 -0.140
C 2.271 -3.047 -2.361 -0.075
H 1.970 -4.553 -3.873 0.107
H 3.158 -6.267 -2.535 0.096
H 4.505 -5.424 -0.508 0.085
H 2.739 -1.727 -0.720 0.073
H 1.692 -2.281 -2.836 0.068
C -3.658 1.718 2.317 -0.084
C -4.559 0.724 2.681 -0.061
C -5.102 0.685 3.963 -0.132
N -4.839 1.629 4.881 0.054
C -3.985 2.572 4.534 -0.152
C -3.396 2.658 3.265 -0.077
H -3.309 1.769 1.341 0.087
H -4.701 -0.084 2.033 0.084
H -5.723 -0.138 4.201 0.090
H -3.788 3.359 5.308 0.103
H -2.859 3.557 3.014 0.090
```

As for the structure (SMILES): Fc1ccccc1.Fc1ccccc1.c1ccncc1.c1ccncc1.c1ccncc1.c1ccncc1.c1ccncc1. The energy relative to the best compared isomer or geometry (same formula, charge and spin) is 0.00 kcal/mol. The gap between HOMO and LUMO is 9.84 eV. The net charge is 0. The total energy is -51819.56130 eV. For the LUMO energy, the calculation gives 0.629 eV.

Molecular formula: C37H35N2O2
Method: DFT, ωB97M-V/def2-TZVPD

```
76
Properties=species:S:1:pos:R:3:lowdin_charge:R:1
C 2.449 -0.035 3.052 -0.004
O 1.516 0.807 2.332 -0.121
C 1.603 1.075 1.033 -0.220
C 2.352 0.208 0.108 -0.202
C 1.607 -0.450 -0.883 -0.073
C 2.234 -1.292 -1.795 -0.060
C 3.630 -1.407 -1.778 -0.065
C 4.377 -0.729 -0.806 -0.065
C 3.750 0.069 0.145 -0.037
C 1.065 2.309 0.594 -0.128
N 1.093 2.833 -0.674 0.000
C 1.707 2.299 -1.865 0.008
C 0.430 4.058 -0.691 -0.165
C 0.073 4.349 0.608 -0.159
C -0.565 5.542 0.935 -0.006
C -0.839 6.434 -0.114 -0.080
C -0.475 6.128 -1.439 -0.079
C 0.165 4.920 -1.751 -0.006
N 0.517 3.290 1.399 -0.012
C 0.487 3.303 2.844 0.000
H 3.120 0.636 3.599 0.104
H 1.850 -0.625 3.745 0.090
H 2.998 -0.708 2.382 0.088
H 0.539 -0.222 -0.922 0.084
H 1.638 -1.855 -2.521 0.110
H 4.140 -2.025 -2.519 0.110
H 5.461 -0.843 -0.776 0.112
H 4.307 0.624 0.904 0.127
H 1.796 3.123 -2.578 0.089
H 2.710 1.909 -1.654 0.106
H 1.074 1.534 -2.335 0.097
H -0.828 5.749 1.973 0.106
H -1.336 7.384 0.094 0.107
H -0.683 6.840 -2.238 0.106
H 0.460 4.628 -2.758 0.106
H 0.124 4.291 3.138 0.085
H -0.203 2.547 3.241 0.092
H 1.492 3.147 3.262 0.105
C 1.327 -5.906 4.406 -0.044
C 0.792 -4.684 3.729 -0.256
C -0.186 -3.924 4.383 -0.029
C -0.662 -2.753 3.828 -0.002
C -0.191 -2.315 2.554 -0.224
C -0.563 -1.028 2.066 0.057
C -1.120 -0.819 0.795 -0.209
C -1.299 -1.832 -0.201 0.024
C -1.723 -1.491 -1.480 0.027
C -1.934 -0.135 -1.786 -0.201
O -2.136 0.333 -3.078 0.019
C -2.996 -0.391 -3.926 -0.251
C -4.295 0.095 -4.083 0.003
C -5.242 -0.732 -4.687 -0.065
C -4.861 -1.975 -5.200 -0.077
C -3.529 -2.394 -5.125 -0.065
C -2.573 -1.590 -4.494 -0.035
C -1.891 0.863 -0.793 0.023
C -1.549 0.505 0.485 0.005
C 0.741 -3.137 1.862 -0.016
C 1.244 -4.282 2.463 -0.017
H 1.823 -6.562 3.689 0.082
H 2.033 -5.656 5.211 0.097
H 0.503 -6.464 4.862 0.088
H -0.582 -4.282 5.336 0.125
H -1.411 -2.146 4.348 0.126
H -0.718 -0.239 2.796 0.130
H -1.092 -2.879 0.040 0.127
H -1.904 -2.260 -2.231 0.117
H -4.550 1.083 -3.699 0.126
H -6.275 -0.391 -4.765 0.113
H -5.604 -2.622 -5.670 0.110
H -3.205 -3.343 -5.556 0.112
H -1.524 -1.883 -4.410 0.124
H -2.177 1.885 -1.063 0.141
H -1.568 1.232 1.293 0.127
H 1.085 -2.830 0.870 0.114
H 1.979 -4.898 1.942 0.122
```

The energy relative to the best compared isomer or geometry (same formula, charge and spin) is 0.00 kcal/mol. The gap between HOMO and LUMO is 3.85 eV. The net charge is +1. The total energy is -46003.85758 eV. For the LUMO energy, the calculation gives -4.741 eV.

Molecular formula: C37H35NO23Si
Method: DFT, ωB97M-V/def2-TZVPD

```
97
Properties=species:S:1:pos:R:3:lowdin_charge:R:1
C 0.767 -6.092 0.976 -0.159
Si 1.010 -5.701 -0.847 0.593
C 2.845 -5.646 -1.238 -0.186
C 0.195 -7.051 -1.874 -0.159
C 0.058 -4.068 -1.188 -0.256
O -0.498 -3.428 -0.017 0.030
C -0.782 -2.144 -0.348 -0.580
O -1.325 -1.372 0.373 0.160
O -0.369 -1.882 -1.607 0.078
C 0.628 -2.872 -1.937 -0.235
C 2.039 -2.399 -1.490 -0.182
N 2.023 -1.099 -0.802 0.045
H -0.224 -6.518 1.137 0.041
H 1.533 -6.783 1.331 0.036
H 0.840 -5.175 1.568 0.016
H 3.390 -5.095 -0.470 0.030
H 3.068 -5.204 -2.212 0.035
H 3.215 -6.674 -1.232 0.037
H 0.807 -7.255 -2.757 0.034
H -0.813 -6.779 -2.181 -0.003
H 0.176 -7.954 -1.261 0.037
H -0.810 -4.400 -1.780 0.119
H 0.613 -3.042 -3.012 0.154
H 2.659 -2.282 -2.381 0.119
H 2.491 -3.169 -0.861 0.082
H 2.973 -0.745 -0.784 0.055
H 1.765 -1.240 0.171 0.035
O 0.462 5.460 0.394 0.079
C 1.259 4.544 0.279 -0.312
C 2.531 4.655 -0.404 0.081
C 3.325 3.578 -0.471 -0.227
O 4.508 3.569 -1.071 0.117
C 2.939 2.254 0.145 -0.301
O 3.734 1.336 0.021 0.080
C 1.672 2.144 0.833 0.080
C 0.875 3.221 0.896 -0.247
O -0.309 3.217 1.487 0.122
H 2.795 5.606 -0.845 0.138
H 4.853 2.660 -0.968 0.118
H 1.403 1.190 1.266 0.122
H -0.671 4.118 1.385 0.121
O 0.488 -4.701 6.091 0.107
C 0.807 -3.908 5.224 -0.310
C 2.117 -3.295 5.117 0.075
C 2.350 -2.429 4.122 -0.230
O 3.512 -1.819 3.930 0.117
C 1.289 -2.072 3.109 -0.286
O 1.608 -1.275 2.240 0.074
C -0.016 -2.685 3.205 0.078
C -0.247 -3.554 4.200 -0.229
O -1.403 -4.177 4.378 0.123
H 2.867 -3.560 5.848 0.136
H 3.397 -1.250 3.143 0.119
H -0.761 -2.419 2.466 0.120
H -1.290 -4.739 5.170 0.120
O 2.148 4.275 5.935 0.108
C 1.809 5.402 5.623 -0.310
C 1.743 6.524 6.538 0.073
C 1.344 7.718 6.076 -0.234
O 1.250 8.804 6.829 0.116
C 0.959 7.936 4.630 -0.308
O 0.600 9.057 4.322 0.109
C 1.038 6.817 3.712 0.082
C 1.439 5.626 4.177 -0.219
O 1.543 4.541 3.419 0.108
H 2.018 6.359 7.570 0.135
H 0.934 9.516 6.237 0.120
H 0.770 6.979 2.676 0.128
H 1.842 3.820 4.009 0.127
O -2.883 -6.689 -3.154 0.080
C -3.780 -5.911 -3.436 -0.307
C -4.690 -5.329 -2.475 0.075
C -5.640 -4.485 -2.907 -0.231
O -6.520 -3.901 -2.112 0.124
C -5.794 -4.125 -4.368 -0.310
O -6.698 -3.363 -4.653 0.111
C -4.870 -4.700 -5.327 0.075
C -3.922 -5.540 -4.893 -0.233
O -3.030 -6.118 -5.687 0.116
H -4.574 -5.592 -1.433 0.137
H -7.085 -3.348 -2.688 0.123
H -4.980 -4.429 -6.368 0.136
H -2.477 -6.681 -5.108 0.119
O -4.404 5.915 -3.969 0.104
C -3.195 6.058 -3.964 -0.312
C -2.370 6.110 -5.155 0.072
C -1.045 6.259 -5.024 -0.235
O -0.204 6.315 -6.047 0.114
C -0.378 6.375 -3.673 -0.308
O 0.835 6.490 -3.669 0.100
C -1.204 6.343 -2.484 0.076
C -2.529 6.191 -2.614 -0.230
O -3.369 6.143 -1.590 0.118
H -2.856 6.023 -6.117 0.135
H 0.687 6.419 -5.657 0.119
H -0.716 6.433 -1.522 0.116
H -4.259 6.021 -1.977 0.119
```

As for the structure (SMILES): C[Si](C)(C)[C@H]1OC(=O)O[C@H]1CN.O=C1C=C(O)C(=O)C=C1O.O=C1C=C(O)C(=O)C=C1O.O=C1C=C(O)C(=O)C=C1O.O=C1C=C(O)C(=O)C=C1O.O=C1C=C(O)C(=O)C=C1O. The gap between HOMO and LUMO is 7.71 eV. The net charge is 0. The total energy is -95395.73657 eV. For the LUMO energy, the calculation gives -1.631 eV.

Molecular formula: C37H35O7S
Method: DFT, ωB97M-V/def2-TZVPD

```
80
Properties=species:S:1:pos:R:3:lowdin_charge:R:1
C 3.706 -0.508 -1.595 -0.120
C 4.862 -0.985 -2.583 -0.203
C 4.662 -2.445 -3.197 -0.251
O 3.917 -3.365 -2.319 -0.379
S 2.337 -3.367 -2.912 1.158
C 1.225 -4.115 -1.630 -0.312
C 0.323 -2.916 -1.029 -0.193
C -0.819 -2.614 -2.149 -0.143
C -2.115 -3.423 -1.698 -0.171
O -3.354 -2.942 -2.262 -0.043
C -3.613 -1.598 -1.906 -0.393
C -3.891 -0.608 -3.139 0.025
O -3.605 -1.214 -0.727 0.053
H 3.757 -0.967 -0.559 0.087
H 2.651 -0.646 -2.019 0.057
H 3.830 0.622 -1.461 0.092
H 5.869 -0.925 -2.052 0.123
H 4.891 -0.238 -3.452 0.125
H 5.684 -2.863 -3.498 0.149
H 4.087 -2.321 -4.172 0.101
H 2.253 -4.191 -4.035 0.061
H 1.821 -4.535 -0.755 0.124
H 0.493 -4.877 -2.064 0.118
H 0.979 -1.990 -0.969 0.099
H -0.145 -3.198 -0.031 0.123
H -0.463 -2.910 -3.199 0.114
H -0.941 -1.488 -2.162 0.120
H -1.984 -4.493 -2.092 0.145
H -2.216 -3.531 -0.572 0.092
H -2.899 -0.265 -3.563 0.088
H -4.568 0.219 -2.780 0.097
H -4.379 -1.254 -3.943 0.098
C 3.113 4.059 -4.127 -0.061
C 3.472 5.050 -3.217 -0.052
C 2.689 5.278 -2.092 0.008
C 1.537 4.522 -1.878 -0.082
C 1.165 3.545 -2.802 -0.090
C 1.963 3.307 -3.922 -0.009
C -0.082 2.767 -2.614 -0.283
O -0.405 1.909 -3.420 0.074
C -0.932 3.054 -1.437 -0.087
C -2.137 2.371 -1.276 0.001
C -2.936 2.622 -0.167 -0.050
C -2.532 3.549 0.790 -0.046
C -1.335 4.237 0.632 0.015
C -0.537 3.998 -0.487 -0.081
C 0.720 4.760 -0.666 -0.279
O 1.074 5.574 0.167 0.113
H 3.730 3.876 -5.001 0.107
H 4.363 5.645 -3.385 0.111
H 2.976 6.048 -1.384 0.125
H 1.686 2.540 -4.637 0.116
H -2.457 1.645 -2.015 0.094
H -3.875 2.093 -0.047 0.111
H -3.153 3.737 1.659 0.115
H -1.026 4.960 1.379 0.125
C -2.234 -3.503 2.114 -0.064
C -2.610 -2.341 1.438 -0.082
C -2.379 -1.100 2.014 0.022
C -1.783 -1.013 3.271 -0.077
C -1.429 -2.173 3.959 -0.082
C -1.646 -3.420 3.373 0.004
C -0.840 -2.089 5.317 -0.279
O -0.527 -3.101 5.918 0.106
C -0.646 -0.755 5.932 -0.084
C -0.145 -0.661 7.231 0.006
C 0.053 0.587 7.811 -0.050
C -0.238 1.745 7.094 -0.051
C -0.742 1.656 5.802 0.004
C -0.956 0.406 5.222 -0.085
C -1.526 0.319 3.859 -0.277
O -1.787 1.323 3.222 0.099
H -2.406 -4.475 1.661 0.107
H -3.080 -2.403 0.462 0.051
H -2.668 -0.199 1.483 0.110
H -1.361 -4.327 3.897 0.121
H 0.087 -1.559 7.794 0.123
H 0.437 0.657 8.823 0.111
H -0.076 2.718 7.545 0.111
H -0.971 2.561 5.250 0.121
```

The energy relative to the best compared isomer or geometry (same formula, charge and spin) is 67.14 kcal/mol. The gap between HOMO and LUMO is 6.86 eV. The net charge is +1. The total energy is -64095.10046 eV. For the LUMO energy, the calculation gives -4.465 eV.

Molecular formula: C37H36BrIrN5O2S2
Method: DFT, ωB97M-V/def2-TZVPD

```
84
Properties=species:S:1:pos:R:3:lowdin_charge:R:1
Ir -0.055 -0.320 -0.155 1.397
O -0.098 -0.325 1.926 -0.677
S -0.335 0.197 3.357 1.111
C -1.418 -1.037 4.159 -0.260
C -2.279 -1.821 3.171 -0.213
C -1.526 -3.015 2.597 -0.219
C -2.310 -3.777 1.532 -0.261
S -2.049 -3.088 -0.138 1.113
O -1.764 -1.593 0.010 -0.649
C -0.443 -3.834 -0.367 -0.427
C -0.368 -5.103 -0.921 -0.052
C 0.874 -5.720 -1.029 -0.015
C 2.021 -5.072 -0.591 -0.021
C 1.944 -3.792 -0.051 -0.033
C 0.708 -3.181 0.059 -0.134
C -1.478 1.549 3.320 -0.418
C -1.221 2.567 4.230 -0.065
C -2.119 3.622 4.335 -0.029
C -3.249 3.649 3.531 -0.028
C -3.491 2.625 2.619 -0.053
C -2.603 1.569 2.501 -0.092
H -2.015 -0.449 4.855 0.113
H -0.762 -1.689 4.738 0.107
H -2.616 -1.168 2.368 0.082
H -3.173 -2.172 3.691 0.140
H -1.286 -3.709 3.405 0.140
H -0.580 -2.680 2.174 0.077
H -3.388 -3.780 1.704 0.110
H -1.979 -4.813 1.453 0.110
H -1.263 -5.608 -1.267 0.132
H 0.942 -6.713 -1.453 0.131
H 2.980 -5.569 -0.658 0.128
H 2.837 -3.293 0.303 0.124
H 0.655 -2.197 0.550 0.052
H -0.339 2.532 4.860 0.121
H -1.938 4.414 5.049 0.128
H -3.951 4.468 3.617 0.127
H -4.386 2.648 2.009 0.125
H -2.790 0.772 1.795 0.098
Br -3.279 5.405 -0.362 0.934
C -2.354 3.803 -0.281 -0.683
C -2.900 2.644 -0.827 -0.057
C -2.186 1.473 -0.752 -0.110
N -0.968 1.420 -0.173 -0.136
C -0.444 2.533 0.367 -0.083
C -1.106 3.738 0.332 -0.051
H -3.871 2.654 -1.303 0.132
H -2.579 0.546 -1.149 0.127
H 0.527 2.449 0.826 0.102
H -0.657 4.615 0.777 0.133
C 3.832 1.147 0.747 0.010
C 2.479 0.924 0.715 -0.107
N 1.906 0.185 -0.264 -0.089
C 2.676 -0.321 -1.238 -0.066
C 4.051 -0.131 -1.275 -0.174
C 4.631 0.605 -0.251 0.050
C 4.877 -0.769 -2.323 -0.020
C 4.712 -0.714 -3.643 0.000
C 3.754 0.114 -4.407 -0.256
C 3.627 -0.064 -5.777 0.021
C 2.751 0.777 -6.449 -0.086
N 2.076 1.737 -5.823 0.098
C 2.293 1.844 -4.517 -0.225
N 3.069 1.072 -3.767 0.145
H 4.261 1.728 1.552 0.133
H 1.828 1.292 1.491 0.088
H 2.195 -0.916 -1.998 0.114
H 5.703 0.760 -0.238 0.146
H 5.719 -1.340 -1.945 0.130
H 5.402 -1.283 -4.256 0.125
H 4.198 -0.817 -6.304 0.125
H 2.597 0.692 -7.518 0.126
H 1.784 2.657 -4.007 0.117
C -0.436 -0.403 -4.954 0.006
C -0.322 -1.583 -4.236 0.007
C -0.164 -1.528 -2.868 -0.095
N -0.100 -0.363 -2.194 -0.115
C -0.174 0.784 -2.903 -0.111
C -0.356 0.798 -4.269 -0.035
H -0.578 -0.417 -6.027 0.138
H -0.360 -2.546 -4.727 0.132
H -0.082 -2.433 -2.288 0.093
H -0.062 1.706 -2.358 0.117
H -0.423 1.744 -4.789 0.128
```

The energy relative to the best compared isomer or geometry (same formula, charge and spin) is 5.46 kcal/mol. The gap between HOMO and LUMO is 7.18 eV. The net charge is +3. The total energy is -145025.47830 eV. For the LUMO energy, the calculation gives -9.009 eV.

> Among the records above, which one has the lowest gap between HOMO and LUMO?

C37H35N2O2